Entry 1:
11
Properties=species:S:1:pos:R:3:nbo_charge:R:1 method="wB97M-V/def2-TZVPD" homo_ev=-8.626 smiles=P[C@@H]1S[C@H]1P largest_force_ev_per_a=1.641 gap_ha=0.347
C 0.362 0.645 -0.227 -0.589
C -0.803 0.844 0.742 -0.586
P 2.016 0.632 0.596 0.366
P -2.430 -0.083 0.342 0.290
S -0.463 2.292 -0.302 0.120
H 0.076 0.008 -1.102 0.246
H -0.828 0.875 1.841 0.248
H 2.622 -0.173 -0.318 -0.031
H 1.548 -0.569 1.137 -0.028
H -2.875 0.975 -0.447 -0.009
H -3.113 0.464 1.428 -0.027

Entry 2:
89
Properties=species:S:1:pos:R:3:lowdin_charge:R:1 method="wB97M-V/def2-TZVPD" homo_ev=-4.630 largest_force_ev_per_a=0.843 total_charge=-1 gap_ha=0.230
Na -0.317 -0.242 -0.140 0.203
C 1.240 -3.198 0.826 -0.151
N 1.601 -1.963 0.140 -0.108
C 2.321 -1.030 1.037 -0.117
C 2.260 1.394 0.713 -0.338
C 2.483 2.671 1.533 -0.098
C 2.361 3.917 0.782 -0.019
C 2.232 3.912 -0.549 -0.045
C 2.000 2.647 -1.230 -0.113
N 1.958 1.505 -0.660 0.186
C 2.408 -2.339 -1.033 -0.136
C 2.640 -1.232 -2.027 -0.281
C 3.891 -0.659 -2.211 -0.040
C 4.039 0.323 -3.179 -0.076
C 2.930 0.702 -3.915 -0.074
C 1.717 0.075 -3.654 -0.115
N 1.574 -0.882 -2.747 0.156
C 0.051 -3.128 1.757 -0.256
C -0.323 -4.281 2.448 -0.036
C -1.434 -4.232 3.267 -0.073
C -2.136 -3.039 3.374 -0.054
C -1.686 -1.946 2.655 -0.098
N -0.610 -1.986 1.863 0.151
H 1.010 -3.950 0.067 0.117
H 2.098 -3.599 1.392 0.131
H 2.524 -1.538 1.980 0.130
H 3.283 -0.795 0.576 0.127
H 2.180 2.702 2.569 0.143
H 2.325 4.846 1.339 0.116
H 2.127 4.829 -1.112 0.099
H 1.724 2.680 -2.281 0.094
H 3.374 -2.776 -0.729 0.126
H 1.847 -3.108 -1.565 0.119
H 4.730 -0.984 -1.607 0.108
H 5.003 0.788 -3.350 0.103
H 2.992 1.469 -4.676 0.104
H 0.819 0.358 -4.200 0.109
H 0.254 -5.191 2.333 0.111
H -1.752 -5.112 3.815 0.103
H -3.014 -2.951 4.000 0.104
H -2.205 -0.996 2.696 0.097
O -3.137 3.855 5.286 -0.050
C -1.966 3.430 5.256 -0.693
O -1.010 3.619 6.036 -0.056
C -1.627 2.556 4.025 -0.087
C -2.519 2.393 2.976 0.055
C -2.150 1.614 1.887 -0.206
N -0.969 1.004 1.796 0.151
C -0.110 1.137 2.813 -0.198
C -0.398 1.918 3.926 0.049
C 1.230 0.505 2.658 -0.195
C 2.129 0.408 3.652 -0.031
C 3.569 0.365 3.398 -0.087
C 4.208 0.939 2.360 -0.057
C 3.650 1.730 1.243 -0.114
N 1.648 0.236 1.323 -0.007
C -3.076 1.374 0.742 -0.225
C -3.699 2.431 0.091 -0.008
C -4.497 2.157 -1.007 -0.068
C -4.668 0.837 -1.394 -0.064
C -4.024 -0.151 -0.665 -0.141
N -3.233 0.100 0.374 0.142
H -3.492 2.866 3.039 0.123
H 0.314 2.092 4.722 0.114
H 1.799 0.488 4.682 0.114
H 4.191 -0.110 4.150 0.098
H 5.288 0.835 2.334 0.101
H 4.360 2.095 0.510 0.145
H -3.521 3.445 0.424 0.120
H -4.962 2.963 -1.561 0.104
H -5.271 0.572 -2.252 0.104
H -4.128 -1.195 -0.946 0.107
Cl -3.177 -1.366 -6.692 0.626
C -2.550 -0.702 -5.197 -0.630
C -2.375 0.648 -5.080 -0.203
C -1.875 1.215 -3.903 -0.677
I -1.598 3.271 -3.788 0.860
C -1.519 0.458 -2.768 -0.506
O -1.070 0.933 -1.698 -0.132
C -1.725 -0.998 -2.923 -0.150
N -1.415 -1.759 -1.845 0.128
C -1.579 -3.055 -1.910 -0.142
C -2.060 -3.716 -3.056 -0.061
C -2.382 -2.970 -4.154 -0.039
C -2.228 -1.565 -4.117 -0.181
H -2.627 1.288 -5.916 0.085
H -1.334 -3.625 -1.015 0.099
H -2.173 -4.792 -3.054 0.096
H -2.760 -3.435 -5.055 0.081

Entry 3:
24
Properties=species:S:1:pos:R:3:nbo_charge:R:1 method="wB97M-V/def2-TZVPD" homo_ev=-9.320 smiles="CC(C)N.C=NCC" largest_force_ev_per_a=1.053 gap_ha=0.383
C 1.383 -1.670 0.409 -0.631
C 0.922 -1.256 -0.979 -0.049
C 1.627 0.038 -1.433 -0.612
N 1.130 -2.284 -2.009 -0.826
H 1.108 -0.957 1.188 0.218
H 0.959 -2.640 0.682 0.202
H 2.473 -1.765 0.398 0.200
H -0.144 -1.028 -0.985 0.182
H 1.323 0.246 -2.456 0.217
H 1.311 0.831 -0.755 0.215
H 2.705 -0.119 -1.387 0.194
H 0.643 -3.124 -1.720 0.347
H 2.107 -2.569 -2.022 0.342
C -2.065 0.208 0.689 -0.611
C -1.859 1.323 1.709 -0.249
C -0.710 3.044 0.680 -0.067
N -0.608 2.020 1.409 -0.385
H -3.009 -0.298 0.897 0.213
H -2.076 0.581 -0.333 0.207
H -1.255 -0.505 0.821 0.213
H -1.756 0.880 2.701 0.197
H -2.695 2.032 1.753 0.170
H -1.690 3.430 0.377 0.137
H 0.178 3.580 0.363 0.176

Entry 4:
18
Properties=species:S:1:pos:R:3:nbo_charge:R:1 method="wB97M-V/def2-TZVPD" homo_ev=-10.954 smiles=CCC(C)(C)C#N largest_force_ev_per_a=1.285 gap_ha=0.432
C 0.207 -1.879 -1.219 -0.620
C -0.513 -1.079 -0.110 -0.361
C 0.061 0.465 0.339 -0.149
C -0.409 0.988 1.722 -0.593
C -0.125 1.600 -0.706 -0.598
C 1.466 0.144 0.434 0.290
N 2.539 -0.272 0.451 -0.353
H 0.227 -1.336 -2.170 0.204
H -0.451 -2.763 -1.354 0.218
H 1.246 -2.139 -0.949 0.229
H -0.534 -1.779 0.754 0.214
H -1.538 -0.948 -0.466 0.203
H -0.197 0.253 2.500 0.222
H 0.071 1.938 2.031 0.223
H -1.484 1.161 1.672 0.213
H 0.312 2.569 -0.395 0.224
H 0.332 1.338 -1.663 0.222
H -1.195 1.757 -0.850 0.213

Entry 5:
43
Properties=species:S:1:pos:R:3:nbo_charge:R:1 method="wB97M-V/def2-TZVPD" homo_ev=-8.880 smiles="O=C(NCc1ccccc1)c1cccc(COc2cccc(Cl)c2)c1" largest_force_ev_per_a=0.446 gap_ha=0.344
O 2.819 2.528 0.876 -0.620
C 2.036 1.843 0.246 0.642
N 2.433 0.932 -0.675 -0.605
H 1.759 0.293 -1.064 0.396
C 3.831 0.644 -0.922 -0.268
C 4.224 -0.704 -0.375 0.051
C 4.688 -1.712 -1.208 -0.245
C 5.031 -2.949 -0.687 -0.205
C 4.904 -3.189 0.670 -0.219
C 4.436 -2.189 1.507 -0.191
C 4.099 -0.953 0.987 -0.240
H 3.743 -0.166 1.636 0.222
H 4.339 -2.372 2.567 0.213
H 5.170 -4.154 1.076 0.214
H 5.396 -3.725 -1.343 0.213
H 4.789 -1.528 -2.268 0.208
H 4.026 0.693 -1.998 0.198
H 4.394 1.436 -0.419 0.249
C 0.557 1.958 0.424 -0.056
C 0.077 2.304 1.683 -0.186
C -1.281 2.448 1.894 -0.200
C -2.169 2.269 0.848 -0.194
C -1.702 1.937 -0.417 -0.053
C -0.339 1.777 -0.624 -0.235
H 0.019 1.545 -1.618 0.210
C -2.662 1.777 -1.573 -0.087
O -3.977 1.434 -1.194 -0.503
C -4.210 0.208 -0.656 0.397
C -5.544 -0.064 -0.349 -0.314
C -5.885 -1.284 0.197 -0.005
C -4.927 -2.254 0.449 -0.271
C -3.609 -1.975 0.142 -0.170
C -3.240 -0.757 -0.406 -0.333
H -2.200 -0.569 -0.620 0.224
H -2.849 -2.717 0.335 0.219
H -5.210 -3.203 0.876 0.228
Cl -7.541 -1.605 0.572 0.008
H -6.288 0.690 -0.546 0.236
H -2.774 2.741 -2.083 0.213
H -2.270 1.052 -2.299 0.183
H -3.230 2.392 1.005 0.225
H -1.651 2.711 2.873 0.219
H 0.786 2.459 2.482 0.233

Entry 6:
11
Properties=species:S:1:pos:R:3:nbo_charge:R:1 method="wB97M-V/def2-TZVPD" homo_ev=-8.508 largest_force_ev_per_a=2.373 gap_ha=0.316
C 1.514 0.188 0.246 -0.675
C 0.135 0.131 -0.286 0.335
C -1.028 -0.427 0.464 -0.222
N -0.219 0.606 -1.430 -0.529
C -1.595 0.420 -1.586 0.355
O -2.117 -0.106 -0.543 -0.456
H 2.219 0.342 -0.566 0.251
H 1.597 1.031 0.936 0.246
H 1.762 -0.721 0.794 0.228
H -1.229 0.051 1.424 0.232
H -1.039 -1.514 0.547 0.235

Record-wise energy above the lowest of the compared OMol25 structures with the same formula, charge and spin values, in kJ/mol: 127.8 219.4 111.6 66.0 2.7 265.1